45
Properties=species:S:1:pos:R:3 method="wB97M-V/def2-TZVPD" total_energy_ha=-1983.2870 gap_ev=6.94 max_force_ev_per_a=0.679 charge=+1
H -0.44 -6.24 3.26
H 0.62 -1.98 0.76
C -0.89 0.62 1.19
H 0.51 -2.77 2.35
H -1.88 -5.91 2.33
C -1.22 0.32 -0.26
H -0.12 1.32 4.77
H 0.97 -4.89 1.88
C 0.48 3.35 -3.75
O -1.18 -1.69 1.77
H -0.15 3.14 3.33
C -0.62 1.92 1.61
H 2.55 2.09 -6.76
C -0.34 2.15 2.94
O -0.33 0.84 -1.16
O 0.31 6.01 -3.39
C 1.38 1.54 -5.05
H -0.29 -3.83 -0.27
O 1.46 6.45 -5.15
C -0.04 -2.52 1.44
O -1.08 -0.53 5.95
N -0.31 1.13 3.79
C 1.09 4.24 -4.62
C -0.54 -3.81 0.79
C -0.04 -5.07 1.50
H 2.28 4.53 -6.37
N 0.94 5.68 -4.37
H -1.12 -4.63 3.34
H 0.00 -5.90 0.79
C -0.94 -5.47 2.67
H -0.29 1.80 -1.12
H -0.10 3.73 -2.92
H -1.63 -3.79 0.84
H 1.50 0.48 -5.22
H 0.17 1.29 -3.28
H -0.64 2.75 0.93
C 1.97 2.45 -5.92
C 1.83 3.81 -5.71
C -0.88 -0.43 2.13
O -2.13 -0.37 -0.58
C 0.63 1.99 -3.97
P -0.50 -1.48 4.75
C -0.56 -0.15 3.44
Cl 1.49 -1.24 5.10
H -1.93 -0.90 6.25

15
Properties=species:S:1:pos:R:3 method="wB97M-V/def2-TZVPD" total_energy_ha=-870.0290 gap_ev=6.86 max_force_ev_per_a=1.894 charge=0 de_lowest_kcal_mol=0.0
H 1.02 -1.22 0.55
K -2.37 0.13 -0.15
H 1.90 0.07 -0.33
H 0.45 -2.26 -1.56
O -0.03 -0.32 -0.99
O -0.77 0.43 1.68
H 1.27 -0.96 -2.47
C 0.91 -0.23 0.07
C 0.33 -1.25 -1.99
H -1.72 1.44 2.16
H -2.56 1.96 2.27
H 0.36 1.78 0.56
H 1.25 0.91 1.83
H -0.47 -1.27 -2.73
C 0.43 0.80 1.09

56
Properties=species:S:1:pos:R:3 method="wB97M-V/def2-TZVPD" total_energy_ha=-2098.8623 gap_ev=9.80 smiles="CCCO[P@@](=O)(O[C@@H](F)CC)OP(C)O.Fc1ccccc1.Fc1ccccc1" max_force_ev_per_a=0.528 charge=0
C -0.41 0.69 0.69
H -0.83 0.86 -4.34
H -2.13 2.76 -3.48
H -1.29 4.28 -3.31
C -4.87 2.32 2.91
O -0.85 -3.66 -4.70
C 0.78 -0.28 0.70
C 2.95 -3.85 2.77
H 2.13 -3.83 0.80
C 4.00 -3.52 3.61
H -1.48 3.23 -1.91
C -2.81 3.35 2.33
H 0.39 -1.30 0.72
H -0.14 1.68 1.05
H -5.67 1.62 2.69
C 4.07 -2.89 0.90
H -1.61 -3.69 -5.31
H 0.44 2.95 -4.25
H 1.42 -0.14 1.57
H -0.82 0.79 -0.31
O 1.08 0.42 -3.74
H -5.73 2.96 4.77
H 5.99 -2.03 1.31
C -1.29 3.25 -2.98
C -0.19 1.06 -3.49
C -4.91 3.07 4.08
C 2.97 -3.55 1.42
F 1.78 1.10 -0.96
H 0.77 2.73 -2.55
H -3.77 1.89 1.10
C 1.62 -0.20 -0.55
C -2.82 4.11 3.48
H -3.90 4.55 5.27
O 0.73 -2.10 -3.71
C 5.13 -2.54 1.72
P -0.92 -2.26 -3.84
H -2.00 4.79 3.68
H 2.62 -0.63 -0.42
C -1.32 -2.93 -2.19
C -3.82 2.46 2.02
P 1.57 -0.91 -3.07
H -0.46 -3.37 -1.70
F -1.78 3.48 1.47
C -3.88 3.96 4.36
H -1.70 -2.12 -1.55
O 0.97 -0.93 -1.58
F 1.88 -4.48 3.28
H 4.10 -2.64 -0.16
H -2.10 -3.69 -2.30
C 0.03 2.55 -3.33
H 3.94 -3.77 4.66
H 5.92 -2.60 3.71
H -1.20 0.31 1.33
O 3.01 -1.11 -3.15
H -0.65 0.64 -2.59
C 5.09 -2.86 3.07

13
Properties=species:S:1:pos:R:3 method="wB97M-V/def2-TZVPD" spin_multiplicity=4 total_energy_ha=-1256.5324 gap_ev="6.76 / 7.44" max_force_ev_per_a=4.989 charge=+2 de_lowest_kcal_mol=113.4
C 0.81 0.31 0.55
H 0.18 -1.48 1.55
C -0.93 -1.17 -0.34
H -1.02 -2.10 -0.92
H 1.16 -1.73 0.13
H -1.85 -1.04 0.26
C 0.34 -1.12 0.53
O 0.29 0.43 -1.30
H 1.19 1.83 -0.18
C -0.93 -0.05 -1.34
O 0.47 1.03 1.46
V -0.31 2.14 -2.01
Li 0.61 2.96 1.62

40
Properties=species:S:1:pos:R:3 method="wB97M-V/def2-TZVPD" total_energy_ha=-1478.7141 gap_ev=8.15 max_force_ev_per_a=17.597 charge=0 de_lowest_kcal_mol=303.6
C -3.60 -0.03 -1.33
C 1.74 1.68 -1.81
H -1.49 -3.40 0.99
C 1.08 -2.80 0.60
C -2.39 -1.95 0.00
H -3.83 -3.32 1.25
C 3.39 -2.69 1.14
C -2.39 -0.99 -0.95
C -3.85 -2.47 0.43
C 1.54 2.75 2.77
O 0.81 1.99 -2.38
H 1.25 2.99 3.71
H 2.96 0.42 -3.01
H -3.35 0.72 -2.10
C -1.26 -0.23 -1.26
H 3.86 1.68 -2.23
H 2.37 3.48 2.28
C -0.07 -2.10 0.20
H -1.07 0.48 -1.70
N 1.24 -0.47 -0.94
H 2.08 1.90 2.64
S 3.88 0.01 -0.88
N 4.44 -2.95 1.28
H -4.18 -0.97 -1.93
H -4.60 -1.58 0.95
C 0.57 2.60 0.41
O -1.29 3.08 0.73
H -4.33 0.19 -0.43
N 1.76 2.29 -0.37
C 3.09 1.08 -1.96
C 2.22 -2.15 0.50
C 0.58 2.99 1.62
N -0.69 2.94 1.90
C 2.23 -0.91 -0.52
N -0.56 2.87 -0.52
H 1.04 -3.28 1.44
C -1.26 -2.46 0.49
C -0.07 -0.74 -0.61
H 2.59 2.01 0.19
H -4.45 -2.70 -0.55

14
Properties=species:S:1:pos:R:3 method="wB97M-V/def2-TZVPD" total_energy_ha=-990.5384 gap_ev="7.97 / 7.97" max_force_ev_per_a=3.960 charge=0 de_lowest_kcal_mol=108.1
H -3.50 -0.24 -1.30
O -1.02 0.45 0.56
C 2.64 1.34 -0.22
H 3.10 1.25 0.84
C 0.20 0.61 0.49
H -3.12 -0.52 0.57
H 1.84 -1.33 0.64
H -4.57 0.50 -0.04
H 2.03 -1.87 1.09
H 3.06 2.24 -0.87
H 2.60 0.39 -0.80
C -3.58 0.07 -0.29
S -2.39 1.49 0.00
S 1.00 2.04 -0.02

Copy entry 2 word for word.
15
Properties=species:S:1:pos:R:3 method="wB97M-V/def2-TZVPD" total_energy_ha=-870.0290 gap_ev=6.86 max_force_ev_per_a=1.894 charge=0 de_lowest_kcal_mol=0.0
H 1.02 -1.22 0.55
K -2.37 0.13 -0.15
H 1.90 0.07 -0.33
H 0.45 -2.26 -1.56
O -0.03 -0.32 -0.99
O -0.77 0.43 1.68
H 1.27 -0.96 -2.47
C 0.91 -0.23 0.07
C 0.33 -1.25 -1.99
H -1.72 1.44 2.16
H -2.56 1.96 2.27
H 0.36 1.78 0.56
H 1.25 0.91 1.83
H -0.47 -1.27 -2.73
C 0.43 0.80 1.09